Molecular formula: C12H38F3N2O7
Method: DFT, wB97M-V/def2-TZVPD

Atoms and positions in Å:
C  -0.788  2.354  0.158
C  -0.432  0.857  0.005
C  -1.699  0.021  -0.120
N  -1.471  -1.367  -0.458
C  -0.914  -1.746  -1.747
N  0.569  -1.551  -1.718
C  -1.433  -0.948  -2.857
F  -2.806  -0.856  -2.887
F  -1.104  -1.511  -4.109
F  -1.022  0.368  -3.061
H  -0.012  2.940  -0.322
H  -1.725  2.593  -0.333
H  -0.799  2.666  1.200
H  0.057  0.560  0.923
H  0.210  0.750  -0.856
H  -2.184  0.044  0.863
H  -2.403  0.542  -0.781
H  -2.278  -1.920  -0.250
H  0.997  -2.242  -2.315
H  0.883  -1.704  -0.773
C  1.157  -1.550  3.757
O  0.343  -0.999  2.733
H  2.172  -1.200  3.580
H  0.832  -1.221  4.749
H  1.153  -2.643  3.722
H  -0.554  -1.324  2.859
C  4.031  -1.886  0.874
O  2.645  -2.052  0.638
H  4.183  -0.849  1.165
H  4.389  -2.533  1.682
H  4.621  -2.084  -0.027
H  2.488  -2.961  0.373
C  0.491  -4.390  -5.825
O  -0.350  -4.362  -4.691
H  0.775  -5.428  -5.999
H  -0.015  -4.016  -6.723
H  1.404  -3.804  -5.668
H  -0.599  -3.440  -4.538
C  -1.008  1.767  5.261
O  -1.205  0.525  4.607
H  -1.540  1.724  6.210
H  0.052  1.952  5.463
H  -1.407  2.599  4.674
H  -0.727  0.544  3.768
C  1.922  5.565  -1.780
O  1.222  5.013  -0.668
H  2.624  4.810  -2.123
H  1.238  5.805  -2.598
H  2.477  6.464  -1.499
H  0.592  5.666  -0.357
C  -5.606  -2.894  -0.769
O  -4.462  -2.083  -0.936
H  -5.834  -2.922  0.295
H  -6.476  -2.488  -1.299
H  -5.429  -3.919  -1.114
H  -4.212  -2.050  -1.865
C  2.810  3.174  2.175
O  3.073  4.401  1.505
H  3.334  3.207  3.129
H  1.741  3.041  2.364
H  3.173  2.315  1.605
H  2.603  4.368  0.663

For the HOMO energy, the calculation gives -1.708 eV. As for the energy: -38522.0799 eV. As for the LUMO energy: 2.6 eV. The charge is -1. For the HOMO-LUMO gap, the calculation gives 4.279 eV.

Atom charges from the Mulliken analysis, given in e for atoms 1 to 4: C -1.2077; C 0.2728; C -1.0572; N 0.0395

=====

Molecular formula: C12H38NO7P
Method: DFT, wB97M-V/def2-TZVPD

Atoms and positions in Å:
C  -2.026  2.857  3.364
C  -0.799  3.351  2.893
C  0.003  2.458  1.888
P  -0.265  2.973  0.064
C  -1.932  3.829  -0.139
C  -3.163  2.879  -0.449
N  -3.978  2.602  0.792
C  -0.229  1.309  -0.851
C  1.195  0.627  -0.678
C  1.103  -0.929  -0.950
C  2.348  -1.747  -0.352
C  2.045  -2.461  1.030
O  1.731  -3.859  0.942
C  0.938  -4.184  -0.207
C  0.180  -5.549  0.153
H  -2.932  3.518  3.329
H  -2.109  1.820  3.779
H  -0.425  4.349  3.231
H  1.099  2.599  2.106
H  -0.252  1.363  2.040
H  -1.828  4.610  -0.951
H  -2.202  4.407  0.795
H  -2.893  1.938  -1.007
H  -3.859  3.450  -1.142
H  -4.951  2.566  0.471
H  -3.685  1.661  1.075
H  -1.015  0.642  -0.366
H  -0.444  1.422  -1.956
H  1.665  0.848  0.311
H  1.870  1.052  -1.481
H  0.124  -1.277  -0.495
H  1.130  -1.125  -2.067
H  3.128  -0.954  -0.120
H  2.822  -2.430  -1.104
H  1.291  -1.867  1.635
H  3.005  -2.398  1.631
H  0.134  -3.442  -0.448
H  1.617  -4.432  -1.069
H  -0.204  -6.034  -0.781
H  -0.680  -5.276  0.835
H  0.876  -6.187  0.758
O  -0.924  -0.804  2.359
H  -0.697  -1.518  1.753
H  -0.867  -1.210  3.231
O  3.661  1.820  0.664
H  4.318  2.241  0.092
H  4.132  1.073  1.051
O  -0.103  1.220  -4.024
H  -0.741  1.674  -4.584
H  -0.070  0.324  -4.385
O  -3.152  -5.230  0.688
H  -2.899  -5.937  0.084
H  -3.055  -5.623  1.562
O  4.714  4.302  -0.849
H  4.351  4.684  -0.042
H  4.409  4.894  -1.544
O  -0.502  -1.964  -4.403
H  -1.199  -2.620  -4.299
H  0.200  -2.275  -3.821

For the HOMO energy, the calculation gives -7.004 eV. As for the energy: -38167.3064 eV. As for the LUMO energy: 0.3 eV. For the HOMO-LUMO gap, the calculation gives 7.292 eV. As for the SMILES: C=CCP(CCN)CCCCCOCC.O.O.O.O.O.O.

Atom charges from the Mulliken analysis, given in e for atoms 1 to 4: C -0.5567; C -0.5276; C 0.1739; P -0.1706

=====

Molecular formula: C12H39N3O6
Method: DFT, wB97M-V/def2-TZVPD

Atoms and positions in Å:
C  2.568  -0.913  -2.280
O  1.282  -1.472  -1.994
C  0.572  -1.628  -3.258
C  -0.604  -2.610  -2.928
C  -0.056  -3.917  -2.469
N  -1.413  -2.873  -4.103
H  3.106  -0.840  -1.385
H  2.465  0.095  -2.617
H  3.107  -1.539  -3.006
H  0.137  -0.681  -3.615
H  1.163  -1.986  -4.027
H  -1.188  -2.123  -2.147
H  0.489  -4.421  -3.298
H  -0.890  -4.638  -2.225
H  0.651  -3.875  -1.567
H  -1.711  -2.024  -4.542
H  -0.722  -3.288  -4.787
C  -1.959  4.550  1.449
O  -2.528  3.244  1.493
C  -2.154  2.480  2.638
C  -2.688  1.079  2.342
C  -4.225  1.020  2.485
N  -2.036  -0.009  3.081
H  -0.883  4.481  1.185
H  -2.076  5.009  2.430
H  -2.564  5.089  0.730
H  -1.096  2.505  2.836
H  -2.634  2.760  3.559
H  -2.508  0.827  1.273
H  -4.611  1.721  1.714
H  -4.720  1.238  3.431
H  -4.470  -0.038  2.240
H  -2.348  -0.068  4.069
H  -1.000  -0.011  2.991
C  4.816  -1.962  1.536
O  3.863  -0.947  1.494
C  2.584  -1.362  1.344
C  1.686  -0.198  0.942
C  1.771  0.814  2.026
N  0.349  -0.552  0.653
H  4.926  -2.500  0.594
H  4.612  -2.609  2.340
H  5.745  -1.528  1.852
H  2.400  -2.139  0.566
H  2.191  -1.746  2.283
H  2.073  0.302  0.094
H  1.256  1.767  1.795
H  2.769  1.177  2.360
H  1.188  0.407  2.944
H  0.204  -0.923  -0.268
H  -0.212  -0.926  1.371
O  1.028  2.819  -2.367
H  0.427  2.565  -1.656
H  0.404  2.841  -3.136
O  -0.510  1.767  -0.410
H  -0.138  0.921  0.039
H  -1.040  2.178  0.271
O  -2.230  0.574  -2.203
H  -1.624  1.112  -1.628
H  -2.991  1.002  -2.536

For the HOMO energy, the calculation gives -9.221 eV. As for the energy: -29829.8750 eV. As for the LUMO energy: 0.7 eV. The energy above the lowest of the compared OMol25 structures with the same formula, charge and spin is 19.2 kcal/mol. For the HOMO-LUMO gap, the calculation gives 9.969 eV. As for the SMILES: COC[C@H](C)N.COC[C@H](C)N.COC[C@H](C)N.O.O.O.

Atom charges from the Mulliken analysis, given in e for atoms 1 to 4: C -1.0183; O 0.0477; C -0.9204; C 0.5256

=====

Molecular formula: C12H39O13
Method: DFT, wB97M-V/def2-TZVPD

Atoms and positions in Å:
O  0.313  0.659  0.029
H  -0.067  0.124  0.753
C  -1.600  1.674  3.395
O  -0.790  2.834  3.219
H  -2.513  1.881  3.953
H  -1.824  1.236  2.422
H  -0.986  0.934  3.908
H  -0.263  2.684  2.431
C  -3.682  -0.388  0.825
O  -4.253  0.043  2.046
H  -3.801  0.238  -0.059
H  -2.604  -0.524  0.911
H  -4.116  -1.310  0.437
H  -3.993  -0.541  2.762
C  -0.168  -1.726  -2.449
C  -0.749  -3.043  -3.023
O  0.097  -4.091  -2.550
O  -0.354  -1.557  -1.068
H  -0.681  -0.866  -2.878
H  0.910  -1.692  -2.607
H  -0.906  -2.994  -4.100
H  -1.747  -3.127  -2.592
H  0.267  -3.846  -1.637
H  -0.106  -0.643  -0.910
C  -2.107  2.517  -1.464
C  -2.191  3.093  -0.041
O  -0.838  3.094  0.463
O  -1.767  1.205  -1.640
H  -1.351  3.014  -2.073
H  -3.065  2.852  -1.860
H  -2.859  2.502  0.585
H  -2.542  4.125  -0.018
H  -0.482  2.209  0.349
H  -1.027  1.057  -1.047
C  3.156  3.302  -2.681
C  2.207  2.497  -1.699
O  1.298  1.578  -2.242
O  2.366  4.182  -3.435
H  3.706  2.694  -3.399
H  3.842  3.842  -2.028
H  1.563  3.192  -1.160
H  2.883  2.002  -1.002
H  0.877  1.164  -1.485
H  1.928  4.749  -2.795
C  3.215  0.320  1.959
C  2.691  -1.101  1.680
O  2.100  -1.294  0.373
O  2.165  1.260  2.028
H  3.970  0.559  1.210
H  3.802  0.326  2.877
H  1.779  -1.309  2.238
H  3.375  -1.857  2.063
H  1.437  -0.613  0.235
H  1.630  1.177  1.235
C  -0.634  -4.045  1.320
C  0.846  -4.322  1.057
O  1.351  -3.846  -0.225
O  -0.829  -2.614  1.440
H  -0.945  -4.639  2.179
H  -1.182  -4.396  0.446
H  0.937  -5.402  0.940
H  1.456  -3.943  1.877
H  1.614  -2.935  -0.079
H  -0.758  -2.158  0.598

For the HOMO energy, the calculation gives -6.716 eV. As for the energy: -39692.2714 eV. As for the LUMO energy: 2.9 eV. The charge is -1. For the HOMO-LUMO gap, the calculation gives 9.639 eV.

Atom charges from the Mulliken analysis, given in e for atoms 1 to 4: O 0.0590; H -0.1648; C -0.2709; O -0.5624